Entry 1:
A structure of composition C28H26ClIN6O4SZr in a non-equilibrium geometry, computed with the ωB97M-V functional and the def2-TZVPD basis.

**HOMO level**: -0.2182 hartree
**2S+1**: 1
**E**: -79330.538 eV
**Charge**: 0
**Max |F|**: 3.805 eV/A
**M**: 796.20 g/mol

Element x y z (Å)
I1 -0.778010 4.600662 2.119945
Zr1 -0.109858 -0.894450 0.874233
Cl1 -6.004279 2.540788 2.727965
S1 -1.654934 -2.928072 1.440555
O1 -2.659774 5.196510 -7.719677
O2 3.291115 -2.149076 2.994142
O3 -0.514041 1.246586 1.045297
O4 0.544794 0.175959 -0.967939
N1 0.422496 -2.642161 -0.696708
N2 -2.334157 -0.553237 0.806234
N3 2.283364 1.545933 -1.381981
N4 0.086980 -0.619956 3.174601
N5 1.928451 -1.533708 1.211937
N6 0.838756 0.885310 -3.092931
C1 -4.444705 2.158266 2.161621
C2 -0.390720 -3.294649 -1.540623
C3 -3.097857 -1.742609 1.061290
C4 2.478027 1.792441 0.055487
C5 -0.727204 -0.228214 4.201866
C6 -1.723291 1.709132 1.195027
C7 1.216493 0.838201 -1.814286
C8 2.930754 1.963070 -3.717505
C9 -3.469796 3.168090 2.104265
C10 2.288907 -3.816894 -1.747148
C11 1.749296 -2.953568 -0.786024
C12 -2.118349 2.996972 1.754724
C13 3.047816 2.332373 -2.267804
C14 2.662966 -2.365043 0.230300
C15 -4.330164 -1.577763 1.926284
C16 -0.285740 0.022232 5.460878
C17 1.431682 -4.283702 -2.748319
C18 1.493354 1.763999 -4.123830
C19 -2.769554 0.673448 1.184860
C20 -3.585963 4.544788 -7.476290
C21 1.948695 -0.471751 4.684165
C22 -0.386458 0.194731 -3.580419
C23 2.298574 -1.555533 2.535267
C24 1.089687 -0.058344 5.710859
C25 1.398068 -0.765801 3.453720
C26 -4.795017 -0.337438 2.235842
C27 -4.053708 0.866080 1.809005
C28 0.080132 -3.941392 -2.697156
H1 3.040584 -0.632363 4.841888
H2 -5.734996 -0.158384 2.837509
H3 1.316087 1.245884 -5.067052
H4 3.411403 -1.715197 -0.216714
H5 -0.335073 -0.843559 -3.353660
H6 2.700039 3.412922 -2.220399
H7 4.053941 2.336766 -1.913874
H8 -1.007130 0.287954 6.246233
H9 -4.905675 -2.430779 2.220816
H10 1.755814 -4.894648 -3.587022
H11 -3.880297 4.113303 2.433104
H12 0.832505 2.656087 -4.270051
H13 -1.779121 -0.085019 3.951195
H14 3.510545 1.032584 -3.891628
H15 -0.563778 0.376887 -4.593329
H16 -0.690474 -4.157103 -3.428016
H17 3.273423 2.574786 0.116391
H18 2.811548 0.934080 0.617156
H19 1.571074 2.147307 0.491053
H20 -3.454202 -2.108330 0.063218
H21 3.358270 -3.957347 -1.679048
H22 3.329230 2.778365 -4.350481
H23 3.198461 -3.105900 0.717027
H24 -1.394875 -3.086429 -1.415775
H25 1.473559 0.061915 6.690597
H26 -1.167692 0.714006 -3.040867

Cartesian forces, eV/Å:
I -0.29 -0.73 -0.27
Zr -3.37 1.27 -0.98
Cl -0.74 0.09 0.31
S -0.74 0.29 0.36
O -3.04 -2.14 0.80
O -1.33 0.87 -0.43
O 0.83 -0.46 -0.12
O 0.52 -0.46 -1.01
N 1.74 -1.29 -0.21
N 1.58 0.43 0.59
N -0.52 -1.11 0.40
N 0.75 0.20 0.94
N -0.09 -0.49 1.07
N 0.20 0.12 -2.36
C 2.77 0.03 -0.68
C 2.21 1.06 -1.51
C 0.04 -0.53 -1.37
C 1.02 0.76 -0.64
C -0.44 -0.04 -2.27
C -2.20 0.55 2.10
C -0.69 -0.27 1.51
C 0.54 -0.24 -1.09
C -0.95 0.43 0.35
C -1.11 0.61 0.05
C -0.76 0.05 -0.23
C -0.34 -2.01 -1.06
C -0.64 2.83 -0.61
C -1.06 2.54 0.58
C 0.17 1.61 0.39
C 0.70 0.29 1.08
C -0.09 0.17 -0.30
C -1.76 -0.70 0.93
C -0.76 1.37 0.91
C 3.04 2.14 -0.80
C 0.23 0.44 1.20
C 0.70 1.38 2.73
C 1.62 -0.84 -1.59
C -0.11 -0.70 -1.17
C -0.06 -0.67 0.65
C -0.09 -0.51 -0.29
C 0.54 -0.53 -0.36
C -0.38 0.07 1.71
H -1.17 0.10 -0.15
H 1.18 -0.47 -0.84
H 0.76 -0.18 -0.04
H 0.17 0.04 -0.48
H -0.19 -0.80 0.18
H 0.33 -0.83 0.26
H 0.91 -0.05 -0.05
H 0.45 -0.13 -0.45
H 0.05 -0.53 0.15
H 0.31 0.16 0.19
H 0.56 0.37 -0.05
H 0.96 -0.07 0.58
H 0.24 -0.23 -0.13
H -0.40 0.45 -0.20
H 0.24 0.21 -1.63
H 0.44 -0.51 -0.13
H -0.72 -0.58 0.11
H 0.13 -0.50 -0.09
H -0.65 0.35 0.36
H 0.04 -0.12 0.67
H -0.02 -0.45 -0.35
H 0.20 -0.49 0.42
H 1.02 -1.67 1.09
H -2.01 0.22 0.30
H 0.29 0.37 0.78
H -0.76 -0.56 0.16

Entry 2:
A cluster of 6 separate species, C44H77F8IN9O2 in total in a non-equilibrium geometry, computed with the ωB97M-V functional and the def2-TZVPD basis.

**HOMO level**: -0.4018 hartree
**2S+1**: 1
**E**: -94214.368 eV
**Charge**: +1
**Max |F|**: 2.073 eV/A
**M**: 1043.05 g/mol

Element x y z (Å)
I1 3.715440 -5.780835 -4.159660
F1 5.786705 -3.039036 2.825343
F2 6.015725 -1.373353 1.447460
F3 6.977538 -2.128842 -4.625831
F4 7.471339 -3.457324 -2.622443
F5 5.800641 -3.419229 0.678479
F6 5.235246 -3.283729 -5.292973
F7 6.751901 -5.326663 -3.357464
F8 7.243820 -4.126145 -5.464185
O1 3.454767 -1.035741 1.664382
O2 3.669945 2.034880 0.900360
N1 -1.177294 -4.458483 -4.213045
N2 3.149458 -2.947035 -0.782102
N3 5.326560 -8.141278 -1.794362
N4 -4.064362 7.571992 3.665323
N5 -4.084303 3.439312 3.011692
N6 -5.967352 4.551381 5.960495
N7 -0.226634 1.718728 -1.194519
N8 5.275443 -3.767410 -2.358664
N9 0.241163 4.619224 -0.741638
C1 0.356564 -1.845158 -1.301772
C2 4.662891 -5.836342 -1.283864
C3 6.433709 -3.358921 -4.705748
C4 4.407707 -7.300521 -1.569089
C5 -4.846052 4.787787 5.891940
C6 0.749886 -2.458429 -2.640885
C7 -1.932310 -3.352524 -7.697729
C8 3.829367 -2.382372 1.628448
C9 4.115682 1.168595 -0.116797
C10 1.993281 -5.189513 -1.053483
C11 -2.448659 5.226264 1.368689
C12 -7.077910 2.021094 2.005723
C13 -0.122293 -4.757495 -6.582717
C14 -5.209587 3.222478 3.078619
C15 -0.929830 5.122757 1.536653
C16 0.516054 -4.988774 -0.718328
C17 -0.750536 -5.685603 2.089002
C18 -6.643194 2.944093 3.150248
C19 -4.588161 8.327981 4.349870
C20 6.420300 -4.041620 -3.271718
C21 -5.166296 11.138540 3.478701
C22 -3.418876 5.096736 5.822992
C23 -3.587571 6.802947 7.710685
C24 2.777956 -4.025315 -1.693727
C25 -0.437130 -3.553395 -7.479306
C26 -1.209220 -6.212021 0.723841
C27 -5.272256 9.283571 5.222989
C28 3.139095 -3.291005 0.632811
C29 -0.035617 -6.357630 -0.233227
C30 3.410576 -0.585315 -1.807531
C31 -0.715523 -4.590902 -5.254403
C32 -6.056158 10.314475 4.402372
C33 4.097910 -4.734659 -2.272990
C34 4.029778 -1.905723 -1.280529
C35 -6.823377 2.622620 0.627749
C36 -2.862317 6.346610 0.421110
C37 4.852096 -2.347767 -2.509256
C38 -0.069648 0.574965 -2.116022
C39 -0.272706 4.842124 0.258565
C40 -0.657737 -0.708538 -1.548623
C41 -2.896037 5.546760 7.193584
C42 1.851694 -3.522564 -2.848004
C43 2.949492 0.479428 -0.822429
C44 5.369096 -2.534074 1.641079
H1 0.947924 -1.618773 -3.307194
H2 -1.675647 -7.182161 0.862628
H3 -0.523186 6.053768 1.935429
H4 4.630220 1.753108 -0.888091
H5 1.351025 -4.410048 -3.217200
H6 -3.948887 6.403905 0.357594
H7 2.502474 1.269433 -1.429341
H8 5.749826 -5.773238 -1.270430
H9 0.053154 -3.700341 -8.442576
H10 -7.174358 1.949479 -0.154309
H11 0.956318 -4.873430 -6.464048
H12 -6.551493 1.068012 2.086052
H13 -3.463768 7.631679 7.010667
H14 -0.096646 -4.721987 -1.570652
H15 -0.617461 -4.607614 2.031111
H16 -7.180807 3.891589 3.105954
H17 -2.494977 7.313754 0.769792
H18 -4.655546 6.636263 7.861170
H19 -6.817718 9.804210 3.810439
H20 -3.026777 4.740689 7.918042
H21 2.734830 -0.926237 2.286840
H22 -0.190493 -2.520573 -0.653577
H23 -6.853253 2.486510 4.115986
H24 -0.168189 -2.875527 -3.048061
H25 3.600017 -4.258033 0.840510
H26 2.940862 2.540581 0.533335
H27 -3.166255 7.105951 8.669125
H28 6.243943 -7.691924 -1.779727
H29 1.991002 -6.009869 -1.768055
H30 2.111039 -3.416221 0.969629
H31 5.713432 -1.695710 -2.550805
H32 0.369902 -4.312197 0.113686
H33 -2.886716 4.206860 5.487582
H34 0.050612 2.540245 -1.717747
H35 0.768894 -6.945609 0.209609
H36 -1.496278 -5.878732 2.850485
H37 0.199195 -6.127491 2.374979
H38 5.681845 -3.771293 -1.412943
H39 -8.142253 1.808685 2.116457
H40 -0.682594 4.320015 2.232697
H41 2.184111 0.171153 -0.120524
H42 -2.893100 5.400003 2.340386
H43 -1.823988 5.734159 7.112614
H44 3.399259 -7.698271 -1.529916
H45 -2.109232 -2.508512 -8.362864
H46 4.842059 0.462977 0.266087
H47 -5.757963 11.877041 2.938938
H48 2.707279 -0.767373 -2.614152
H49 -5.759151 2.794072 0.457908
H50 -5.942138 8.726638 5.878811
H51 -1.930093 -5.535303 0.270815
H52 -2.448751 -3.143260 -6.759936
H53 -2.837461 4.280365 1.001314
H54 -0.011421 -2.649709 -7.038105
H55 -6.578947 10.980420 5.090173
H56 4.245851 -0.091515 -2.320642
H57 4.384127 -5.604949 -0.260902
H58 2.467349 -3.212871 -3.691538
H59 -2.386005 -4.237053 -8.147509
H60 -4.525800 9.778379 5.846245
H61 3.553241 -2.801120 2.596230
H62 -2.483115 6.180013 -0.589768
H63 -4.671542 10.510431 2.736532
H64 0.974498 0.484354 -2.428335
H65 4.275068 -2.171456 -3.408841
H66 -7.345308 3.574270 0.512439
H67 -1.514129 -1.074913 -2.106415
H68 4.797094 -1.585939 -0.582881
H69 1.164402 -1.434389 -0.705742
H70 -4.398131 11.669747 4.043686
H71 -0.513062 -5.675859 -7.022824
H72 0.477874 1.636143 -0.468965
H73 2.425716 -5.602860 -0.149210
H74 -0.339536 -6.890780 -1.134267
H75 -3.269952 5.879772 5.079675
H76 -1.051099 -0.459754 -0.563348
H77 -0.621095 0.844159 -3.014357

Cartesian forces, eV/Å:
I 0.04 0.28 0.09
F -0.17 0.23 -0.82
F -0.20 -0.70 -0.10
F -0.71 -0.89 0.00
F -0.45 -0.07 -0.06
F 0.11 0.25 0.18
F 0.63 0.20 0.37
F -0.83 0.25 0.02
F -0.71 0.69 0.56
O 0.35 0.03 -0.66
O 0.13 -0.38 0.31
N -0.11 -0.09 0.12
N 0.66 -0.42 0.43
N -0.20 0.23 0.17
N 0.13 -0.07 -0.19
N -0.06 -0.34 0.21
N -0.10 0.00 0.03
N 0.26 -0.54 -0.48
N -0.50 0.61 -0.45
N 0.19 0.01 -0.21
C -0.81 0.54 -0.02
C 0.33 0.13 -0.24
C 0.65 -0.28 -1.00
C 0.30 -0.39 0.05
C 0.08 0.00 -0.19
C -0.08 0.18 0.21
C 0.03 0.02 0.01
C -0.22 -0.16 0.94
C -0.18 0.18 -0.75
C -0.68 0.23 0.24
C -0.01 0.43 -0.41
C 0.00 0.02 -0.23
C -0.04 0.24 -0.07
C -0.08 0.12 0.12
C -0.21 -0.05 -0.09
C -0.09 -1.21 0.68
C -0.31 0.30 -0.55
C -0.02 -0.23 -0.19
C -0.10 0.07 0.26
C 2.02 0.32 0.32
C -0.03 -0.01 0.00
C 0.16 -0.02 0.34
C 0.02 -0.01 0.04
C -0.46 0.15 -0.73
C -0.18 0.11 -0.11
C 0.60 -0.17 0.23
C -0.16 0.08 -0.17
C 0.00 -0.06 0.03
C 0.03 0.35 -0.72
C 0.56 0.26 0.19
C 0.12 -0.25 -0.17
C 0.04 0.18 -0.16
C -0.17 -1.69 0.59
C -0.05 0.68 -1.04
C 0.00 -0.05 0.01
C 0.07 -0.03 -0.03
C -0.81 0.75 0.36
C -0.56 0.61 -0.26
C 0.07 0.07 0.33
C 0.57 -0.17 0.89
C -0.05 0.14 0.12
C 0.32 0.12 -0.10
C 0.13 0.37 -0.26
C 0.38 0.47 0.57
H 0.24 0.07 -0.09
H -0.19 -0.12 -0.09
H 0.04 0.01 -0.01
H 0.21 0.03 -0.05
H -0.06 -0.16 -0.12
H 0.00 0.03 0.04
H -0.21 -0.01 -0.02
H 0.14 0.09 -0.14
H 0.07 -0.06 0.04
H -0.02 0.02 -0.01
H 0.00 -0.05 0.04
H -0.01 -0.01 0.07
H 0.01 0.01 0.00
H 0.04 0.50 -0.08
H 0.10 0.17 0.19
H 0.03 0.04 0.06
H -0.03 0.01 0.00
H -0.01 -0.01 -0.05
H -0.02 -0.05 0.06
H 0.03 -0.04 -0.04
H -0.10 0.11 0.15
H 0.22 -0.46 -0.05
H 0.02 0.10 0.07
H 0.01 -0.09 0.05
H 0.05 -0.12 -0.07
H -0.09 0.29 0.02
H 0.01 0.03 -0.01
H 0.08 -0.09 -0.08
H 0.21 -0.04 -0.27
H -0.20 0.25 0.00
H 0.40 -0.21 -0.06
H 0.10 0.48 -0.14
H -0.09 -0.03 -0.10
H -0.19 0.36 0.23
H 0.01 -0.10 0.27
H -0.03 -0.04 0.21
H 0.08 -0.18 0.17
H 0.17 -0.21 0.00
H 0.01 0.01 0.10
H 0.05 0.00 0.00
H 0.09 -0.27 0.18
H 0.03 -0.01 0.11
H 0.01 -0.06 -0.07
H -0.23 0.19 -0.02
H -0.01 -0.01 -0.02
H -0.03 0.01 0.51
H 0.01 0.02 0.01
H -0.34 -0.22 0.19
H 0.00 0.04 0.04
H 0.05 -0.06 0.03
H -0.28 -0.01 0.05
H 0.01 -0.04 0.02
H 0.04 -0.10 0.06
H 0.07 -0.04 0.02
H -0.01 -0.07 0.07
H 0.12 0.01 -0.13
H -0.21 0.10 0.02
H 0.09 0.20 -0.05
H -0.01 0.00 0.00
H 0.03 -0.01 0.01
H 0.05 -0.39 0.04
H 0.03 0.01 0.01
H 0.03 -0.02 0.03
H -0.03 -0.42 -0.07
H 0.00 -0.57 -0.24
H 0.01 0.01 -0.01
H -0.02 -0.06 -0.32
H -0.27 -0.28 0.65
H 0.24 -0.14 -0.14
H 0.01 0.00 -0.01
H -0.01 -0.03 0.02
H -0.12 0.06 0.21
H 0.29 0.12 0.05
H -0.10 -0.25 0.00
H -0.06 -0.06 -0.05
H -0.18 0.17 0.06
H -0.01 0.07 -0.16